C42H69NO15 | wB97M-V/def2-TZVPD

Strongest force on any atom: 0.9 eV/A
Calculated total energy: -2825.17222 Eh
LUMO level: 0.50 eV

Last column: Mulliken charge in e.
Atoms and positions in Å:
C  3.44400  0.98935  -3.43332  -0.6785
H  4.21484  0.56800  -4.07692  0.3145
O  4.09662  1.27775  -2.20875  -0.4737
C  3.29768  1.57888  -1.09420  -0.9630
H  4.02058  1.94909  -0.35973  0.9349
C  2.29752  2.72573  -1.38324  0.1899
C  1.72741  3.34235  -0.10086  -0.6899
H  2.44626  3.32234  0.71751  0.1658
C  0.43154  2.68497  0.32238  0.3992
O  -0.42268  2.32885  -0.45704  -0.9309
O  0.35000  2.58892  1.63389  -0.3232
C  -0.87256  2.11513  2.24482  2.1957
C  -1.67028  3.32402  2.71793  -1.8724
H  -1.10883  3.87905  3.46596  0.4291
H  -2.61034  2.99221  3.14778  0.4014
H  -1.88339  3.98208  1.87896  0.3210
C  -0.47565  1.19649  3.40554  -1.2634
C  0.01945  -0.12030  2.90228  0.1519
C  1.23823  -0.64728  3.04191  0.3751
C  2.34401  -0.08453  3.78419  -0.8154
C  3.60186  -0.53474  3.79822  -1.2449
C  4.16964  -1.68343  3.01609  1.0378
H  3.36448  -2.22886  2.50196  -0.0376
O  4.84869  -2.58973  3.87282  -0.6145
H  4.26086  -2.82759  4.59724  0.4246
C  5.18806  -1.20801  1.95169  -0.0108
C  6.43460  -0.61828  2.61027  -1.9125
H  6.21923  0.35240  3.05048  0.3264
H  6.79417  -1.28956  3.38452  0.4408
H  7.21839  -0.49195  1.86802  0.4728
H  5.49404  -2.09800  1.39287  0.6712
C  4.57616  -0.18102  0.99386  -1.4476
H  5.38638  0.26477  0.41506  0.7466
H  4.11809  0.60944  1.59458  0.3618
C  3.53318  -0.74611  0.02436  1.6321
C  4.17722  -1.48396  -1.15037  -0.7572
C  4.69160  -2.83860  -0.78616  -0.2134
O  5.70693  -3.33511  -1.18922  -0.5925
H  4.00757  -3.40503  -0.12052  0.5132
H  4.96413  -0.88937  -1.61358  0.3928
H  3.39319  -1.66706  -1.89279  -0.0489
H  2.90197  -1.46407  0.55446  -0.3748
C  2.57520  0.37002  -0.45153  0.4668
O  1.58302  -0.09430  -1.35935  0.4957
C  0.59909  -0.92588  -0.83723  0.5516
O  1.10219  -2.23666  -0.74417  0.4850
C  0.19792  -3.11829  -0.11438  0.3673
C  0.82547  -4.50551  -0.09205  -1.9119
H  1.81279  -4.45427  0.35883  0.2951
H  0.93110  -4.89342  -1.10126  0.3120
H  0.20365  -5.18091  0.48899  0.4464
C  -1.19567  -3.09229  -0.78146  -0.0640
H  -1.52243  -4.11105  -1.02534  0.8159
O  -2.07595  -2.54420  0.19156  0.0223
C  -3.37926  -3.05127  0.28560  -0.3773
C  -3.93884  -2.56715  1.62662  -1.1187
H  -4.88131  -3.07949  1.81718  0.4646
H  -3.22519  -2.81025  2.41337  0.4870
C  -4.17174  -1.04574  1.60209  0.7283
O  -2.96599  -0.33147  1.50434  0.3496
H  -2.53432  -0.54198  0.65833  -0.1480
C  -4.83742  -0.59005  2.90272  -2.5438
H  -4.17840  -0.80751  3.73876  0.4908
H  -5.78728  -1.09526  3.04975  0.4388
H  -5.00419  0.48294  2.86254  0.3260
C  -5.09314  -0.73261  0.39704  -0.8097
H  -6.11147  -1.09045  0.59330  0.9954
C  -4.55342  -1.33587  -0.91263  2.0427
C  -5.58476  -1.24779  -2.03000  -1.9513
H  -5.16574  -1.65145  -2.94749  0.4590
H  -6.46747  -1.82403  -1.76504  0.4501
H  -5.87140  -0.21323  -2.19460  0.2139
O  -4.21568  -2.71649  -0.78184  -0.3864
H  -3.66071  -0.75777  -1.18664  -0.8261
O  -5.10752  0.68182  0.23973  0.6412
C  -6.26676  1.32929  0.15246  0.2492
O  -7.34731  0.79791  0.19120  -0.6080
C  -6.06835  2.82437  0.01722  -0.9521
H  -6.59205  3.14138  -0.88835  0.3587
H  -6.59750  3.27904  0.85947  0.3210
C  -4.61216  3.30048  -0.01178  2.0316
C  -4.56371  4.80810  0.23268  -2.0004
H  -5.14245  5.33437  -0.52366  0.4359
H  -4.96815  5.05977  1.21085  0.4371
H  -3.53827  5.16700  0.18361  0.4215
C  -3.93950  2.96220  -1.33997  -1.1468
H  -2.89505  3.26372  -1.31915  0.2305
H  -4.43337  3.47953  -2.16061  0.3999
H  -3.97338  1.89341  -1.52552  0.0210
H  -4.06626  2.79338  0.78849  -0.5961
H  -3.35169  -4.15504  0.25353  0.3998
C  -1.24558  -2.21698  -2.06551  -1.3562
N  -0.76230  -2.77656  -3.30786  0.0990
C  -1.49259  -3.94953  -3.73679  -1.0241
H  -2.55815  -3.79698  -3.57568  0.2993
H  -1.31728  -4.09110  -4.80366  0.3849
H  -1.18623  -4.87041  -3.21762  0.3314
C  0.66095  -2.93640  -3.50683  -0.3840
H  1.18462  -2.03826  -3.19624  -0.2167
H  0.83130  -3.08547  -4.57457  0.5176
H  1.08804  -3.79280  -2.96822  0.1138
H  -2.31212  -2.03629  -2.24312  0.6771
C  -0.63723  -0.83490  -1.76451  -0.1318
O  -1.64143  -0.05198  -1.16971  -0.2681
H  -1.31033  0.85141  -1.02022  0.0713
H  -0.31533  -0.38235  -2.71230  0.4694
H  0.04085  -2.77264  0.92342  -0.3081
H  0.30337  -0.58707  0.17722  -0.7487
H  2.06344  0.74827  0.45010  -0.5374
H  4.32485  -0.05015  4.44016  0.3593
H  2.11264  0.77466  4.39976  0.2966
H  1.42111  -1.60978  2.58169  0.1752
H  -0.73375  -0.66963  2.35123  0.3829
H  0.26506  1.70981  4.01715  0.5670
H  -1.37355  1.02195  4.00162  0.3468
H  -1.45121  1.55456  1.50277  -0.7703
H  1.48573  4.38908  -0.31159  0.5028
O  2.92774  3.71097  -2.20408  -0.5218
C  4.00168  4.36072  -1.73328  0.9189
O  4.40959  4.27641  -0.60580  -0.5460
C  4.61331  5.20981  -2.81385  -1.3447
H  5.30804  4.58828  -3.37606  0.2585
H  5.16182  6.03427  -2.36889  0.4045
H  3.84551  5.57220  -3.49027  0.3332
H  1.47210  2.35286  -1.99898  0.3723
H  3.04797  1.89943  -3.89380  0.2998
H  2.63794  0.26846  -3.30057  0.1323

C42H70O42 | wB97M-V/def2-TZVPD

Strongest force on any atom: 5.4 eV/A
Calculated total energy: -4802.32813 Eh
LUMO level: 0.24 eV

Last column: Mulliken charge in e.
Atoms and positions in Å:
C  5.48241  -0.64068  0.10815  -0.2412
C  4.65692  -1.85826  0.40008  -0.0461
O  5.52717  -2.72223  1.06126  -0.3168
C  6.67666  -2.04472  1.31064  0.6257
O  7.61714  -2.51962  1.93553  -0.5979
O  6.67228  -0.92178  0.67690  -0.3380
H  5.03835  0.25178  0.54910  0.2533
H  5.49811  -0.52459  -0.97553  0.2843
H  4.20260  -2.19534  -0.53161  0.2262
H  3.83969  -1.64570  1.08934  0.1455
C  -9.56560  -3.76857  4.75147  -0.2389
C  -9.36065  -2.80082  5.89116  -0.2383
O  -8.14633  -2.19083  5.62448  -0.3219
C  -7.56492  -2.66034  4.45893  0.6872
O  -6.49445  -2.24621  3.95699  -0.5541
O  -8.43580  -3.56537  3.94051  -0.3313
H  -10.42804  -3.41868  4.18414  0.2314
H  -9.72026  -4.79062  5.09729  0.2719
H  -9.33395  -3.35597  6.82881  0.2525
H  -10.13793  -2.03697  5.86987  0.2410
C  3.74013  -8.98200  4.79301  -0.1839
C  4.96763  -8.11372  4.58083  -0.3701
O  4.56782  -6.94019  3.99704  -0.2719
C  3.19926  -6.82833  4.09932  0.6199
O  2.44943  -5.88962  3.83708  -0.5194
O  2.70367  -8.08368  4.60662  -0.3336
H  3.82566  -9.42723  5.78425  0.2710
H  3.88541  -9.73371  4.01718  0.2563
H  5.71815  -8.59722  3.95549  0.2960
H  5.43675  -7.94264  5.54972  0.2327
C  -1.14555  0.96343  -11.46017  -0.2241
C  -2.16734  0.23352  -10.55553  -0.2943
O  -1.55686  0.08990  -9.29492  -0.2879
C  -0.36665  0.66283  -9.35393  0.6801
O  0.33149  0.83835  -8.34461  -0.5740
O  -0.04185  1.02073  -10.59748  -0.3217
H  -1.49474  1.96029  -11.72932  0.2403
H  -0.93922  0.40440  -12.37286  0.2568
H  -2.36993  -0.75341  -10.97149  0.2658
H  -3.10146  0.79507  -10.54182  0.2581
C  2.59573  6.42001  2.70626  -0.2203
C  3.08604  6.34843  1.24220  -0.2172
O  2.77343  7.59254  0.72524  -0.3227
C  1.96281  8.27547  1.51218  0.6823
O  1.40902  9.31383  1.24305  -0.5363
O  1.88465  7.69200  2.78244  -0.3481
H  3.48165  6.50585  3.33544  0.2434
H  1.97586  5.56790  2.98513  0.2635
H  2.68756  5.53190  0.64003  0.2195
H  4.16506  6.19514  1.26030  0.2368
C  4.66120  -0.85715  6.90096  -0.3621
C  4.19717  -1.45870  5.56933  -0.2590
O  4.11734  -0.33588  4.71545  -0.2410
C  4.72562  0.71501  5.30866  0.6448
O  4.82773  1.80147  4.71367  -0.6083
O  5.06868  0.47420  6.56174  -0.3325
H  5.36355  -1.51392  7.41424  0.3201
H  3.78747  -0.75840  7.54513  0.2513
H  3.19300  -1.83404  5.76648  0.2781
H  4.90339  -2.24359  5.29859  0.2982
C  4.90800  3.49812  -8.15826  -0.3221
C  5.20769  2.02035  -8.23268  -0.2539
O  5.22981  1.61491  -6.90376  -0.3028
C  5.53154  2.67775  -6.11412  0.7084
O  5.81836  2.58239  -4.89886  -0.5908
O  5.57452  3.73501  -6.93074  -0.3290
H  3.85210  3.72999  -8.01893  0.2294
H  5.11584  4.13286  -9.01966  0.3236
H  6.08203  1.80371  -8.84644  0.2555
H  4.35772  1.59779  -8.76849  0.2817
C  1.23227  -7.88767  9.84225  -0.6660
O  0.23269  -7.89675  8.83533  -0.3002
C  0.00579  -6.72589  8.18579  0.8466
O  0.70751  -5.69704  8.23088  -0.6080
O  -1.05720  -6.96286  7.49802  -0.3003
C  -1.62078  -6.04608  6.57306  -0.6095
H  2.24329  -7.85604  9.43613  0.2608
H  1.06877  -8.75654  10.47977  0.2589
H  1.16301  -7.06599  10.55509  0.3138
H  -2.66712  -6.28006  6.37678  0.2672
H  -1.14898  -6.11888  5.59316  0.2818
H  -1.76534  -5.03087  6.94260  0.2605
C  -0.66881  -3.43619  -5.11140  -0.6132
O  -0.62478  -4.29140  -3.93740  -0.3019
C  0.55451  -4.66587  -3.45951  0.8256
O  1.67841  -4.45911  -3.89438  -0.5788
O  0.26851  -5.38686  -2.33213  -0.3242
C  1.33810  -5.84159  -1.52139  -0.4823
H  -0.77760  -2.43679  -4.69016  0.2363
H  -1.51339  -3.69072  -5.75171  0.2426
H  0.22799  -3.50700  -5.72690  0.3260
H  1.01358  -6.42299  -0.65839  0.2227
H  1.90900  -4.99436  -1.14141  0.1609
H  1.95749  -6.43110  -2.19736  0.2926
C  2.36456  7.20582  -4.87122  -0.7019
O  1.83431  7.25458  -6.20734  -0.2765
C  2.07052  8.42475  -6.88723  0.7692
O  3.04541  9.12172  -6.75175  -0.5414
O  1.10324  8.59986  -7.74849  -0.3126
C  1.26789  9.63570  -8.78922  -0.5949
H  2.63435  6.19382  -4.56928  0.2484
H  1.66065  7.50790  -4.09575  0.2979
H  3.29268  7.73692  -4.65995  0.3183
H  0.34336  9.74251  -9.35663  0.2220
H  2.13539  9.37286  -9.39456  0.2792
H  1.40752  10.58870  -8.27894  0.2927
C  -0.79751  1.98643  6.15826  -0.6354
O  -1.70515  1.02809  6.55239  -0.2736
C  -1.55601  0.25736  7.71012  0.7533
O  -0.60025  0.26650  8.47984  -0.5761
O  -2.64689  -0.45954  7.83758  -0.2627
C  -2.82124  -1.32630  8.94760  -0.6555
H  -1.05254  2.91646  6.66630  0.2845
H  -0.90454  2.17534  5.09010  0.2096
H  0.23579  1.76160  6.42253  0.3163
H  -3.67234  -1.97995  8.75662  0.2575
H  -2.95124  -0.92356  9.95209  0.2944
H  -1.95043  -1.97298  9.05524  0.2879
C  -4.45586  -0.79322  -2.90700  -0.6974
O  -4.90674  0.42605  -3.49247  -0.2133
C  -5.66220  0.37312  -4.65915  0.7444
O  -6.02089  -0.66064  -5.29386  -0.6071
O  -6.04321  1.57581  -5.02727  -0.2714
C  -6.99467  1.76851  -6.05367  -0.7035
H  -5.06908  -1.66003  -3.15339  0.3200
H  -4.52056  -0.79506  -1.81892  0.2747
H  -3.40160  -0.97036  -3.11974  0.2752
H  -6.59427  1.73385  -7.06687  0.3061
H  -7.40503  2.77772  -6.01919  0.2564
H  -7.88261  1.13653  -6.03729  0.3155
C  -0.68205  -1.13223  1.92433  -0.5497
O  -0.18445  -0.99192  0.57545  -0.2158
C  0.43347  0.13854  0.14674  0.7693
O  0.61834  1.16699  0.72487  -0.5947
O  0.77695  0.00704  -1.14219  -0.2501
C  1.21094  1.09593  -1.96589  -0.6941
H  0.13147  -1.01054  2.63951  0.2121
H  -1.07483  -2.13264  2.10601  0.2492
H  -1.43474  -0.36047  2.08539  0.2654
H  2.20046  0.84239  -2.34624  0.2670
H  1.22579  2.06716  -1.47135  0.3052
H  0.51723  1.12430  -2.80617  0.2410
C  -6.18409  5.69605  -2.66224  -0.6410
O  -5.95995  4.90456  -1.51097  -0.3185
C  -4.74023  4.63823  -1.09758  0.8109
O  -3.71066  4.86412  -1.70710  -0.5647
O  -4.87316  3.96879  0.07530  -0.2943
C  -3.66842  3.64703  0.67495  -0.6411
H  -5.99023  5.13647  -3.57733  0.2415
H  -5.42674  6.47945  -2.63371  0.3169
H  -7.13631  6.22063  -2.74086  0.2629
H  -3.01318  2.93985  0.16638  0.2491
H  -3.79518  3.21917  1.66942  0.2838
H  -2.98799  4.48663  0.81703  0.2965